Below is a molecular structure, C42H36BrGeN5O2SSeTi, with properties calculated with ωB97M-V/def2-TZVPD.

ORCA input file:
```
! wB97M-V def2-TZVPD RIJCOSX def2/J DEFGRID3
* xyz 2 1
Ti -1.04703 1.75354 -0.06711
C 3.25131 1.99190 2.56963
N 2.21163 3.01110 2.41736
C 1.85257 3.90599 3.40720
C 0.78113 4.58417 2.97551
N 0.47304 4.09053 1.70614
C 1.36329 3.10220 1.39188
S 1.43330 2.15413 -0.03264
C -0.49718 4.66743 0.86066
C -0.77448 6.01943 0.96871
C -1.76292 6.57014 0.16973
C -2.40857 5.77488 -0.76615
C -2.02780 4.45802 -0.85965
N -1.13174 3.88806 -0.02963
H 4.09634 2.43494 3.08884
H 3.56597 1.65428 1.58780
H 2.84864 1.15679 3.14026
H 2.38519 3.95852 4.34055
H 0.18297 5.33479 3.45844
H -0.21465 6.63399 1.65742
H -2.00764 7.61970 0.26686
H -3.17175 6.16500 -1.42318
H -2.48464 3.79819 -1.58335
Br -7.59464 0.64614 -1.12664
C -5.75325 0.90558 -0.88274
C -4.96296 1.27973 -1.96644
C -3.60541 1.45261 -1.78336
C -2.99478 1.29143 -0.52485
C -3.83124 0.92182 0.54820
C -5.19055 0.72299 0.37259
H -5.41438 1.41849 -2.93981
H -3.01170 1.72477 -2.64982
H -3.42666 0.79386 1.54307
H -5.81472 0.43066 1.20649
O 0.21706 1.20315 3.47225
C -0.45824 0.70683 2.62817
O -1.10366 1.51945 1.70725
C -0.73462 -0.73861 2.34743
C -0.52302 -1.08099 0.86623
Ge 0.56759 -2.73764 0.53975
C 1.58660 -3.09198 2.15925
C 2.86257 -2.54673 2.30896
C 3.57974 -2.73389 3.48308
C 3.02554 -3.47006 4.52256
C 1.75896 -4.02099 4.38412
C 1.04356 -3.83203 3.20918
C 1.82508 -2.43483 -0.92589
C 2.12868 -1.18848 -1.46673
C 3.06946 -1.04831 -2.47940
C 3.71748 -2.16906 -2.97809
C 3.42982 -3.42081 -2.44997
C 2.49689 -3.55001 -1.43065
C -0.67421 -4.19127 0.18882
C -0.22868 -5.49983 0.38248
C -1.05496 -6.58091 0.10957
C -2.34367 -6.36851 -0.35999
C -2.80305 -5.07305 -0.55339
C -1.97140 -3.99584 -0.28079
H -1.77874 -0.90607 2.62679
H -0.11998 -1.33677 3.01799
H 0.03250 -0.29509 0.32529
H -1.48233 -1.22474 0.36468
H 3.31675 -1.99389 1.49192
H 4.57624 -2.32215 3.58009
H 3.58555 -3.62517 5.43547
H 1.33028 -4.60553 5.18795
H 0.05930 -4.27730 3.10938
H 1.65233 -0.29571 -1.07934
H 3.30506 -0.06496 -2.87156
H 4.44994 -2.06930 -3.76854
H 3.93670 -4.29831 -2.82974
H 2.29281 -4.53791 -1.03186
H 0.77010 -5.68514 0.76283
H -0.69315 -7.58838 0.26767
H -2.99017 -7.21006 -0.57066
H -3.80945 -4.90225 -0.91358
H -2.36467 -2.99559 -0.43495
Se -1.17350 -0.66939 -2.49972
N -0.61091 1.00167 -2.05790
C 0.14346 1.45143 -3.06916
C 0.74357 2.73567 -3.18470
C 1.46335 3.01548 -4.30379
C 1.64046 2.07347 -5.36721
C 1.07089 0.84926 -5.31048
C 0.29624 0.51050 -4.15856
N -0.32344 -0.64345 -4.01919
H 0.63015 3.46804 -2.39925
H 1.92174 3.99099 -4.40406
H 2.23096 2.36551 -6.22468
H 1.16773 0.11377 -6.09729
*
```

E = -281527.277 eV
energy relative to the best compared isomer or geometry (same formula, charge and spin) = 0.611 eV
F_max = 0.67 eV/A